DFT (ωB97M-V/def2-TZVPD) results for a cluster of 11 separate species, C22H71N9O11 in total at a distorted geometry.

SMILES: COC[C@H](C)N.COC[C@H](C)N.COC[C@H](C)N.COC[C@H](C)N.COC[C@H](C)N.NC(N)=O.NC(N)=O.O.O.O.O
Highest occupied orbital energy, eV: -9.06
Maximum force, eV/A: 6.204
Frontier orbital gap, eV: 9.215
Spin multiplicity: 1
Lowest unoccupied orbital energy, eV: 0.152
E_tot, Ha: -2201.068474

```
113
Properties=species:S:1:pos:R:3:forces:R:3:mulliken_charge:R:1
C -5.7413 -11.5289 25.7980 -0.681 -2.229 3.527 0.619
O -4.7770 -12.0589 26.2884 1.693 -0.589 0.904 -0.654
N -6.9530 -11.5619 26.3692 -1.656 -0.297 1.305 -0.437
N -5.7540 -10.9540 24.6740 0.966 2.835 -5.434 -0.378
H -6.9605 -11.9435 27.3043 -0.399 0.278 -0.186 0.230
H -7.6474 -10.9064 26.0401 -0.027 -0.267 0.624 0.188
H -4.8324 -10.8947 24.2651 -0.481 0.167 -0.614 0.237
H -6.6140 -10.7512 24.1846 0.602 0.080 -0.133 0.195
C -7.8774 -15.7639 32.5458 -2.435 1.297 2.955 0.635
O -7.7170 -14.5872 32.3553 0.181 1.383 -0.770 -0.630
N -7.1708 -16.7224 32.0570 3.300 -2.206 -2.755 -0.376
N -8.7769 -16.2579 33.4398 -1.424 -0.603 1.047 -0.379
H -7.2549 -17.7040 32.2795 0.136 0.488 -0.179 0.181
H -6.4076 -16.3498 31.5104 0.140 -0.780 -0.111 0.229
H -8.7835 -17.2559 33.5951 -0.319 0.394 0.122 0.142
H -9.4961 -15.7091 33.8888 0.421 0.039 -0.318 0.198
C -1.1644 -9.4922 32.9747 1.314 -0.713 0.401 -1.501
C -1.8600 -9.0326 34.2829 0.533 0.312 -1.441 0.602
C -1.2300 -7.8338 34.9552 0.374 0.767 1.413 -0.863
O 0.1743 -7.8709 34.9344 1.360 0.135 -0.724 -0.314
C 0.8193 -6.6390 35.2496 -0.293 -0.310 0.389 -0.756
N -3.1762 -8.6502 33.7957 -0.702 0.308 0.910 -0.779
H -0.7700 -8.7089 32.3273 -0.500 0.700 0.262 0.346
H -1.9014 -10.0418 32.3892 0.201 -0.238 0.036 0.424
H -0.2586 -10.0904 33.0733 -0.113 -0.392 0.410 0.347
H -2.0111 -9.8268 35.0141 0.397 -0.180 -0.155 0.313
H -1.5064 -7.7933 36.0088 -0.412 -0.382 0.392 0.360
H -1.6110 -6.8621 34.6409 -0.072 -0.007 -1.024 0.369
H 0.5296 -6.3248 36.2523 -0.311 0.322 0.079 0.302
H 0.6308 -5.8521 34.5193 -0.439 0.049 -0.082 0.313
H 1.9052 -6.7166 35.3040 -0.046 -0.744 -0.252 0.259
H -3.6312 -9.5422 33.6641 -0.585 0.157 -0.379 0.260
H -2.9648 -8.2731 32.8828 -0.707 0.212 -0.239 0.318
C 3.1541 -11.8305 28.1369 0.228 -0.287 0.766 -1.353
C 4.1263 -13.0125 28.2646 0.526 -0.277 -0.352 0.580
C 4.5540 -13.4354 29.7397 -0.949 -0.591 -2.718 -0.770
O 5.0655 -12.3632 30.4053 -0.346 1.055 0.600 -0.328
C 6.4416 -12.1466 30.1918 -0.207 0.331 0.870 -0.734
N 3.5206 -14.1042 27.5383 -0.893 -0.866 -0.260 -0.724
H 3.5578 -11.0333 28.7611 -0.593 0.201 0.126 0.297
H 2.1527 -12.1857 28.3799 0.019 0.191 0.810 0.354
H 2.9721 -11.4334 27.1383 0.791 -0.206 -0.331 0.362
H 4.9923 -12.7909 27.6409 0.811 0.663 0.744 0.229
H 5.2854 -14.2436 29.7420 0.372 -0.235 -0.576 0.346
H 3.6889 -13.9313 30.1797 -0.341 0.734 0.605 0.409
H 6.9505 -13.0286 30.5807 0.556 0.183 0.120 0.330
H 6.6042 -11.2359 30.7682 0.623 -0.259 0.166 0.243
H 6.8006 -11.9377 29.1840 -0.541 -0.200 -0.410 0.281
H 3.5942 -13.8120 26.5742 -0.359 -0.421 -0.312 0.268
H 4.0050 -14.9876 27.6080 0.292 -0.025 0.143 0.210
C -8.6737 -14.0253 19.9276 -0.003 1.181 -0.137 -1.447
C -8.8731 -13.3606 18.5524 -0.998 0.139 0.745 0.405
C -10.3942 -13.2593 18.2786 0.638 0.003 0.137 -0.732
O -10.6287 -12.4642 17.1423 -0.583 -0.459 -0.642 -0.304
C -11.9084 -12.7343 16.5794 0.516 -0.137 -0.485 -0.783
N -8.2480 -12.0472 18.5138 0.265 0.332 -0.191 -0.750
H -9.1774 -13.4371 20.6947 -0.468 0.083 -0.022 0.330
H -7.6348 -13.8696 20.2181 0.191 -0.848 -0.185 0.347
H -9.0818 -15.0348 19.9762 0.486 -0.077 -0.018 0.371
H -8.3592 -13.9547 17.7966 -0.265 -0.131 -0.158 0.310
H -10.9171 -12.7776 19.1049 0.172 0.061 0.557 0.322
H -10.8315 -14.2547 18.2011 -0.049 -0.260 -0.348 0.445
H -12.0170 -13.7949 16.3529 0.073 -0.279 0.109 0.327
H -11.9576 -12.2330 15.6128 -0.093 0.302 0.230 0.274
H -12.7444 -12.4586 17.2222 0.040 0.305 0.155 0.295
H -8.7994 -11.3583 19.0051 -0.184 -0.063 0.695 0.259
H -8.3459 -11.6884 17.5747 0.272 -0.152 -0.429 0.330
C 1.6305 -1.6214 24.5249 1.600 -1.774 -0.859 -1.324
C 0.2330 -1.3629 24.0576 0.384 0.536 0.903 0.522
C -0.8693 -1.9766 24.9052 0.184 -1.399 -0.482 -0.714
O -0.8911 -3.3894 24.6298 -1.274 0.145 0.239 -0.350
C -1.5204 -4.1406 25.6756 1.736 0.045 0.857 -0.834
N 0.1348 0.0788 24.1492 -0.905 0.829 -0.078 -0.771
H 1.8570 -2.6741 24.6940 -0.535 -0.202 0.900 0.341
H 2.0113 -0.9779 25.3181 -0.286 -0.172 0.138 0.314
H 2.3148 -1.5462 23.6798 0.041 0.930 -0.192 0.322
H 0.1758 -1.6728 23.0142 -0.466 -0.135 0.059 0.274
H -1.8074 -1.4722 24.6735 -0.462 -0.277 -0.446 0.346
H -0.7754 -1.8118 25.9785 0.676 0.067 0.250 0.378
H -2.4655 -3.7781 26.0799 -0.213 0.168 -0.572 0.314
H -0.7982 -4.1140 26.4917 -0.068 0.334 0.663 0.337
H -1.5255 -5.2198 25.5224 -0.453 0.184 -1.035 0.298
H 0.4067 0.3215 25.0912 0.433 0.229 0.187 0.277
H -0.8511 0.2949 24.1845 -0.392 0.490 -0.531 0.271
C -13.7419 -10.4298 25.8271 -0.091 -0.912 0.252 -1.370
C -14.5464 -10.0091 27.0614 0.951 2.056 1.538 0.492
C -13.6917 -9.8386 28.3728 -0.718 -0.033 -1.153 -0.837
O -12.7612 -8.8068 28.1115 0.548 0.235 0.451 -0.230
C -11.9521 -8.4032 29.2274 -0.152 -1.008 -0.585 -0.770
N -15.2374 -8.7103 26.7819 0.005 -0.448 -0.416 -0.773
H -14.4359 -10.4855 24.9885 0.161 -0.172 -0.053 0.362
H -13.2892 -11.4010 26.0276 -0.453 -0.489 -0.069 0.368
H -12.8412 -9.9105 25.4996 -0.404 1.044 0.458 0.266
H -15.2407 -10.7808 27.3938 -0.441 0.004 -0.744 0.348
H -13.3298 -10.8150 28.6950 1.125 -0.123 -0.278 0.394
H -14.3812 -9.6199 29.1882 -0.206 0.738 0.134 0.392
H -11.3540 -9.2736 29.4969 -0.169 -0.124 0.737 0.306
H -12.5870 -8.0146 30.0236 0.153 -0.144 0.244 0.318
H -11.1890 -7.6707 28.9642 -0.491 0.297 -0.528 0.191
H -15.8599 -8.3604 27.4962 -0.346 -0.748 0.387 0.267
H -14.5566 -7.9643 26.7688 0.548 -0.165 -0.371 0.276
O -9.5838 -6.5351 20.8841 -0.022 -0.228 -0.117 -0.644
H -9.2947 -5.7093 20.4960 0.073 0.189 -0.133 0.319
H -9.6900 -6.3387 21.8148 -0.055 0.040 0.276 0.324
O -2.5105 -13.3036 20.3654 0.175 0.154 0.003 -0.640
H -2.4885 -14.2106 20.6706 0.048 -0.228 0.102 0.320
H -3.4088 -13.1745 20.0610 -0.237 0.083 -0.106 0.320
O -10.2796 -4.9991 25.7246 0.052 -0.016 -0.239 -0.631
H -9.9263 -4.3711 26.3548 0.112 0.193 0.122 0.322
H -10.7683 -5.6255 26.2584 -0.170 -0.201 0.095 0.310
O -1.6538 -16.6390 26.4901 -0.083 -0.256 -0.034 -0.652
H -0.7303 -16.4171 26.6092 0.248 0.044 0.043 0.322
H -2.1041 -15.7944 26.4798 -0.173 0.240 -0.003 0.328
```
Positions in Å, forces in eV/Å.

DFT (ωB97M-V/def2-TZVPD) results for a cluster of 2 separate species, C5H13N2O in total at a distorted geometry.

Highest occupied orbital energy (alpha / beta), eV: -18.30 / -18.10
Maximum force, eV/A: 4.050
Frontier orbital gap (alpha / beta), eV: 11.348 / 5.573
Spin multiplicity: 2
⟨S²⟩: 0.76
Lowest unoccupied orbital energy (alpha / beta), eV: -6.949 / -12.527
E_tot, Ha: -382.297360
Relative energy (zero: lowest compared OMol25 entry of this formula, charge and spin), kcal/mol: 58.4
Charge: +2

```
21
Properties=species:S:1:pos:R:3:forces:R:3:mulliken_charge:R:1
O 1.9340 1.2878 -2.1605 0.018 -0.002 -0.124 -0.434
C 1.3034 0.8269 -1.2565 0.126 0.109 0.289 0.284
C 0.2913 -0.2841 -1.5250 0.206 -0.278 -0.726 -0.449
N 0.3914 -0.5644 -3.0040 -0.161 -0.096 0.384 -0.270
H 1.4251 1.1555 -0.2150 0.016 0.028 -0.036 0.355
H 0.5335 -1.1925 -0.9723 0.012 0.122 -0.039 0.162
H -0.7211 0.0240 -1.2788 -0.014 0.031 -0.124 0.247
H -0.4930 -0.4244 -3.4948 0.072 0.021 -0.090 0.351
H 1.1049 0.1073 -3.3563 0.003 0.064 -0.121 0.374
H 0.7125 -1.5152 -3.1896 0.012 -0.022 -0.109 0.357
N -2.2210 0.5276 2.3369 0.406 2.934 -2.762 -0.136
C -1.1123 0.3094 1.4179 0.603 -2.696 1.113 -0.225
C 1.0141 -0.9660 1.8880 -0.739 0.301 -0.235 -0.710
C 0.1872 0.0595 2.1274 0.680 0.196 0.374 -0.116
H -3.1018 0.6460 1.8226 -0.493 -0.932 0.490 0.353
H -2.0962 1.4214 2.8306 0.054 -0.624 1.235 0.370
H -0.9667 1.1805 0.7469 -0.580 0.519 0.400 0.300
H -1.3308 -0.5517 0.7722 -0.281 0.242 0.136 0.342
H 1.9468 -1.0756 2.4289 -0.130 -0.051 0.048 0.296
H 0.7502 -1.7381 1.1656 0.181 0.076 0.111 0.249
H 0.4484 0.7662 2.9157 0.009 0.057 -0.214 0.298
```
Positions in Å, forces in eV/Å.

DFT (ωB97M-V/def2-TZVPD) results for a cluster of 2 separate species, C6H7O3 in total at a distorted geometry.

Highest occupied orbital energy (alpha / beta), eV: -4.42 / -4.42
Maximum force, eV/A: 3.113
Frontier orbital gap (alpha / beta), eV: 7.316 / 7.314
Spin multiplicity: 1
Lowest unoccupied orbital energy (alpha / beta), eV: 2.896 / 2.895
E_tot, Ha: -458.407220
Relative energy (zero: lowest compared OMol25 entry of this formula, charge and spin), kcal/mol: 96.5
Charge: -1

```
16
Properties=species:S:1:pos:R:3:forces:R:3:mulliken_charge:R:1
C 0.7623 0.6792 -2.9163 0.249 0.131 0.839 0.676
C -1.5427 0.5335 1.9429 -0.680 1.121 0.909 -0.338
C -0.9504 -0.6656 2.4676 1.234 -2.045 1.997 -0.488
C 0.2404 -0.5003 -0.6788 -0.217 -0.819 1.269 -1.090
C 1.1490 -0.0649 -1.5451 -1.090 1.189 -1.537 0.497
C -0.0852 0.3963 1.7098 0.297 -0.669 0.692 -0.194
O 1.8024 1.0744 -3.5436 -1.245 -0.522 0.618 -0.796
O -0.4635 0.7769 -3.1299 1.323 0.100 -0.313 -0.695
O 2.4460 -0.1980 -1.3608 1.308 -0.118 0.004 -0.559
H -2.2768 0.3932 1.1751 -0.372 0.783 -0.305 0.270
H -1.6262 1.2803 2.7893 -0.591 -0.275 -1.500 0.212
H -0.8508 -0.8066 3.5746 0.424 0.748 -0.832 0.208
H -1.1413 -1.7009 2.1772 0.016 0.521 -1.082 0.225
H -0.7987 -0.3222 -0.6730 -0.913 0.378 -1.171 0.321
H 0.4703 -1.1778 0.1170 0.822 -0.291 0.454 0.383
H 2.8651 0.3025 -2.1058 -0.567 -0.232 -0.040 0.367
```
Positions in Å, forces in eV/Å.

> spin multiplicity of number 3 (C6H7O3)?

1